C37H44N2RuSSb2Se2 | wB97M-V/def2-TZVPD

Summary:
HOMO level (alpha / beta): -15.514 / -15.503 eV
ΔE to the lowest compared entry with this formula, charge and spin: 71.9 kcal per mole
M: 1051.4 g/mol
orbital gap (alpha / beta): 5.98 / 5.56 eV
LUMO energy (alpha / beta): -9.54 / -9.95 eV

```
! wB97M-V def2-TZVPD RIJCOSX def2/J DEFGRID3
* xyz 3 2
Ru -0.5095 -1.1120 0.1641
C -0.9061 -1.7484 3.9744
Se -0.1416 -2.1993 2.2474
C -0.2172 -4.1529 2.1595
C -1.6430 -4.6616 2.1178
Se -2.6216 -3.8613 0.6388
C -4.3421 -4.6938 1.0105
H -0.0844 -1.6470 4.6769
H -1.5882 -2.5403 4.2731
H -1.4386 -0.8091 3.8621
H 0.3334 -4.4853 3.0391
H 0.3532 -4.4129 1.2679
H -2.1664 -4.4542 3.0503
H -1.6080 -5.7431 1.9802
H -4.2495 -5.7699 0.8998
H -5.0390 -4.3095 0.2707
H -4.6801 -4.4255 2.0070
C 1.5958 1.7892 -0.7163
C 0.3166 2.0776 -1.5132
C -0.8573 2.5452 -0.6567
Sb -1.3288 1.2044 0.9434
C -0.2236 1.9644 2.5508
C 0.7332 1.2238 3.2339
C 1.4001 1.7765 4.3198
C 1.1113 3.0713 4.7228
C 0.1591 3.8194 4.0397
C -0.5124 3.2686 2.9607
C -3.2957 1.6378 1.4647
C -3.9700 2.6651 0.8096
C -5.2248 3.0513 1.2636
C -5.8015 2.4086 2.3485
C -5.1301 1.3764 2.9919
C -3.8755 0.9871 2.5519
Sb 1.9067 -0.2887 -0.4120
C 3.1855 -0.3779 1.2354
C 3.7803 0.8022 1.6745
C 4.7343 0.7588 2.6828
C 5.0932 -0.4550 3.2492
C 4.4963 -1.6332 2.8160
C 3.5451 -1.5971 1.8090
C 3.0633 -0.8794 -2.0375
C 4.0950 -1.7949 -1.8532
C 4.9607 -2.0599 -2.9055
C 4.7931 -1.4190 -4.1240
C 3.7510 -0.5183 -4.3068
C 2.8709 -0.2547 -3.2683
H 1.5591 2.2316 0.2810
H 2.4845 2.1731 -1.2170
H -0.0115 1.1868 -2.0592
H 0.5273 2.8303 -2.2761
H -1.7489 2.6526 -1.2762
H -0.6655 3.5034 -0.1697
H 0.9919 0.2200 2.9175
H 2.1468 1.1974 4.8479
H 1.6241 3.5009 5.5730
H -0.0651 4.8289 4.3570
H -1.2718 3.8594 2.4580
H -3.5337 3.1877 -0.0324
H -5.7487 3.8602 0.7722
H -6.7789 2.7133 2.6974
H -5.5838 0.8799 3.8390
H -3.3572 0.1867 3.0681
H 3.5236 1.7624 1.2458
H 5.2005 1.6747 3.0209
H 5.8502 -0.4872 4.0214
H 4.7861 -2.5787 3.2550
H 3.1040 -2.5285 1.4689
H 4.2519 -2.2831 -0.8994
H 5.7732 -2.7608 -2.7693
H 5.4818 -1.6172 -4.9343
H 3.6354 -0.0139 -5.2582
H 2.0581 0.4481 -3.4212
C -3.2268 1.6567 -5.3796
C -2.0782 0.8377 -4.9082
C -0.9019 0.6376 -5.5972
C 0.0874 -0.1745 -5.0429
N -0.0802 -0.7559 -3.8320
C -1.1971 -0.5558 -3.2010
S -1.5424 -1.4707 -1.7027
N -2.1859 0.2227 -3.7034
C 1.3649 -0.4658 -5.7397
H -3.0342 2.0452 -6.3754
H -3.3946 2.4979 -4.7038
H -4.1365 1.0536 -5.4092
H -0.7652 1.0965 -6.5657
H -3.0521 0.2980 -3.1806
H 1.4303 0.0290 -6.7048
H 1.4567 -1.5455 -5.8731
H 2.1992 -0.1581 -5.1056
*
```